# 1
ORCA calculation (ωB97M-V/def2-TZVPD) on a molecular structure, C15H33Br2InPS4.

- maximum force (eV/A) = 1.0
- charge = +3
- DFT total energy (Ha) = -7862.68630
- E_HOMO (Ha) = -0.669
- energy relative to the best compared isomer or geometry (same formula, charge and spin) (eV) = 0.359

Atoms and positions in Å:
In -0.372 -0.211 -0.076
C -0.697 -2.017 -3.187
C -1.498 -2.921 -2.272
S -2.313 -1.983 -0.955
C -2.410 -3.214 0.363
C -2.543 -2.532 1.712
S -1.119 -1.557 2.223
C 0.149 -2.831 2.461
C 1.559 -2.309 2.245
S 1.896 -1.530 0.653
C 1.704 -2.891 -0.522
C 1.857 -2.346 -1.935
S 0.642 -1.087 -2.430
H -1.337 -1.252 -3.633
H -0.263 -2.597 -4.002
H -0.907 -3.725 -1.837
H -2.295 -3.372 -2.865
H -1.569 -3.902 0.300
H -3.323 -3.786 0.187
H -2.739 -3.261 2.498
H -3.378 -1.828 1.709
H -0.073 -3.688 1.828
H 0.068 -3.154 3.500
H 2.276 -3.124 2.354
H 1.816 -1.549 2.985
H 0.740 -3.376 -0.369
H 2.496 -3.616 -0.326
H 1.792 -3.156 -2.663
H 2.830 -1.869 -2.059
Br -4.027 0.315 -3.090
C -3.511 2.157 -2.993
Br -1.822 2.423 -2.044
H -4.273 2.701 -2.452
H -3.366 2.533 -3.996
C 2.373 2.014 -1.362
C 1.351 2.902 -0.652
P 0.448 2.081 0.685
C -0.826 3.164 1.385
C -0.557 4.655 1.121
C 1.653 1.666 1.975
C 2.325 2.910 2.581
H 2.916 2.606 -2.098
H 1.885 1.206 -1.903
H 3.111 1.599 -0.673
H 0.628 3.311 -1.356
H 1.850 3.747 -0.171
H -0.851 2.949 2.456
H -1.791 2.879 0.966
H 0.409 4.980 1.506
H -1.324 5.233 1.635
H -0.617 4.897 0.061
H 2.398 1.002 1.536
H 1.112 1.115 2.751
H 2.860 3.493 1.833
H 3.053 2.590 3.325
H 1.605 3.553 3.086

These are the Löwdin partial charges, in e, on atoms 1 to 6: In 0.416; C -0.468; C -0.441; S 0.869; C -0.458; C -0.471



# 2
ORCA calculation (ωB97M-V/def2-TZVPD) on 2 unconnected molecules or ions with the total composition C7H12BrNO in a non-equilibrium geometry.

- maximum force (eV/A) = 3.8
- SMILES string = [O-][N+]#CBr.CC(C)=C(C)C
- DFT total energy (Ha) = -2977.75521
- E_HOMO (Ha) = -0.302
- energy relative to the best compared isomer or geometry (same formula, charge and spin) (eV) = 4.739

Atoms and positions in Å:
C -2.604 -0.252 -0.250
C 0.557 0.144 0.797
C 0.603 -0.311 -0.461
C 0.996 1.512 1.118
C 0.320 -0.728 2.012
C 0.344 -1.676 -0.951
C 0.723 0.594 -1.661
N -2.312 0.774 -0.678
O -1.960 1.901 -0.847
Br -3.612 -1.682 -0.252
H 1.503 1.980 0.195
H 1.736 1.535 1.884
H 0.214 2.248 1.393
H 0.691 -1.698 1.887
H -0.808 -0.657 2.111
H 0.702 -0.268 2.857
H -0.336 -1.678 -1.816
H -0.101 -2.324 -0.244
H 1.285 -1.970 -1.288
H -0.286 1.093 -1.821
H 1.047 0.066 -2.546
H 1.299 1.399 -1.439

These are the Löwdin partial charges, in e, on atoms 1 to 6: C -0.660; C -0.333; C -0.334; C -0.069; C -0.033; C -0.072



# 3
ORCA calculation (ωB97M-V/def2-TZVPD) on a single C3H3N5O molecule in a non-equilibrium geometry.

- maximum force (eV/A) = 3.4
- SMILES string = C=N/N=C\c1nnno1
- DFT total energy (Ha) = -464.99471
- E_HOMO (Ha) = -0.372
- energy relative to the best compared isomer or geometry (same formula, charge and spin) (eV) = 2.883

Atoms and positions in Å:
C 2.620 -0.818 0.112
C -0.084 1.215 -0.013
C -1.340 0.431 0.046
H 3.369 0.039 0.022
H 2.922 -1.822 0.167
H -0.203 2.289 -0.055
N 1.382 -0.563 -0.091
N 1.134 0.846 -0.137
N -2.553 0.845 0.091
N -3.333 -0.260 -0.030
N -2.617 -1.313 -0.048
O -1.297 -0.888 -0.063

These are the Löwdin partial charges, in e, on atoms 1 to 6: C -0.005; C -0.060; C -0.358; H 0.098; H 0.050; H 0.115